Record 1
{
  "formula": "C47H76F6HfN5O15S2",
  "method": "wB97M-V/def2-TZVPD",
  "total_charge": 1,
  "homo_ev": -9.976,
  "lumo_ha": -0.1735,
  "species": ["Hf", "S", "S", "F", "F", "F", "F", "F", "F", "O", "O", "O", "O", "O", "O", "O", "O", "O", "O", "O", "O", "O", "O", "O", "N", "N", "N", "N", "N", "C", "C", "C", "C", "C", "C", "C", "C", "C", "C", "C", "C", "C", "C", "C", "C", "C", "C", "C", "C", "C", "C", "C", "C", "C", "C", "C", "C", "C", "C", "C", "C", "C", "C", "C", "C", "C", "C", "C", "C", "C", "C", "C", "C", "C", "C", "C", "H", "H", "H", "H", "H", "H", "H", "H", "H", "H", "H", "H", "H", "H", "H", "H", "H", "H", "H", "H", "H", "H", "H", "H", "H", "H", "H", "H", "H", "H", "H", "H", "H", "H", "H", "H", "H", "H", "H", "H", "H", "H", "H", "H", "H", "H", "H", "H", "H", "H", "H", "H", "H", "H", "H", "H", "H", "H", "H", "H", "H", "H", "H", "H", "H", "H", "H", "H", "H", "H", "H", "H", "H", "H", "H", "H"],
  "xyz": [[-1.592, 1.848, -2.441], [-2.588, -1.171, -3.180], [-4.862, 0.047, -2.363], [-6.684, 0.007, -0.268], [-4.658, 0.315, 0.314], [-5.536, 1.961, -0.630], [-3.010, -1.338, -5.953], [-3.738, -3.046, -4.852], [-4.836, -1.145, -4.858], [-0.586, 4.057, -2.248], [4.413, 3.690, 8.686], [2.473, 4.199, 8.092], [-5.229, -1.364, -2.324], [-0.189, -3.653, -3.778], [-5.673, 0.758, -3.350], [-2.261, 2.595, -0.209], [-2.510, -2.368, -2.369], [0.528, -7.146, -1.667], [0.730, 1.580, -3.114], [-0.488, 0.191, -1.054], [-1.349, -0.582, -3.731], [-5.353, -4.357, 2.266], [1.817, -8.769, -2.013], [0.165, -7.708, 2.274], [-0.276, 5.474, -2.022], [-3.281, 0.366, -2.451], [-0.067, -0.234, 0.249], [1.557, -7.690, -1.459], [3.542, 3.680, 7.810], [-2.208, -7.118, 2.275], [3.711, 3.065, 6.525], [2.805, 2.903, -3.296], [-2.218, -1.664, 0.734], [1.423, -5.358, -4.374], [-0.103, -2.775, -0.156], [-0.263, -1.860, 2.195], [-0.205, 7.854, -2.898], [1.155, -2.997, -5.585], [0.548, 7.390, -0.565], [-0.719, -6.979, 2.690], [4.674, 2.069, 6.346], [4.846, 1.421, 5.125], [-5.503, -3.746, 3.300], [2.835, 0.438, -3.930], [4.769, -7.069, 0.396], [1.147, 6.091, -3.974], [3.793, -7.643, -0.365], [1.515, -0.177, 2.150], [-3.751, 3.921, 1.122], [1.987, 1.648, -3.412], [3.221, 2.928, 4.147], [-4.661, -2.489, 3.519], [-2.290, 1.982, 2.024], [-3.604, -1.668, -4.834], [2.620, -7.029, -0.670], [4.120, 1.889, 4.068], [2.100, 5.379, -0.694], [0.787, -3.964, -4.447], [2.413, -5.785, -0.034], [-0.598, -1.565, 0.678], [-5.537, 0.657, -0.569], [2.975, 3.498, 5.380], [1.275, 0.213, 0.658], [1.167, -1.559, 2.578], [0.537, 5.812, -0.761], [-6.515, -4.298, 4.197], [0.876, 8.139, -1.827], [-0.516, -5.832, 3.652], [-2.679, 2.860, 0.883], [2.426, -0.359, -0.252], [1.315, 1.771, 0.675], [-1.351, 6.082, -4.245], [-0.148, 6.324, -3.249], [-0.197, 5.146, 0.465], [4.572, -5.877, 1.036], [3.390, -5.133, 0.736], [-0.435, -2.915, 2.407], [1.350, -5.864, -5.337], [-1.274, -5.067, 3.483], [-1.264, 5.344, 0.566], [-1.576, 6.955, -4.858], [3.962, -8.560, -0.910], [5.741, -7.511, 0.558], [0.384, -2.994, -6.356], [3.553, 0.045, -3.210], [-6.328, -3.764, 5.129], [2.279, 2.093, 1.069], [1.032, 0.490, 2.864], [2.115, -3.271, -6.022], [3.329, 0.158, 0.071], [-0.148, 4.067, 0.325], [3.261, -4.213, 1.286], [0.097, -2.559, -1.205], [-0.511, -6.114, 4.705], [2.756, 6.152, -1.093], [2.303, -0.261, -1.330], [3.479, 3.100, -4.130], [-3.909, 3.891, 2.200], [4.204, 1.322, 3.152], [1.349, 2.291, -0.282], [0.538, 2.183, 1.320], [0.785, 9.203, -1.609], [-1.131, 5.496, -5.138], [0.825, -6.019, -3.747], [0.522, -5.549, 3.478], [5.526, 0.591, 5.005], [-3.694, -2.871, 3.845], [0.215, 5.548, 1.390], [-0.289, 7.915, -0.106], [-0.980, -1.495, 2.930], [2.542, 0.103, 2.386], [1.848, 8.093, -2.316], [2.049, 6.028, -3.366], [-4.679, 3.816, 0.561], [2.209, 3.763, -2.989], [2.461, -5.366, -4.042], [2.606, -1.400, 0.019], [-1.668, 2.434, 2.798], [5.377, -5.501, 1.650], [-1.734, 1.116, 1.664], [-2.517, -6.648, 1.341], [3.540, 0.560, -4.753], [-2.685, -6.357, 2.893], [2.341, 4.368, 5.468], [-3.406, 4.873, 0.718], [-2.710, -8.065, 2.469], [-1.214, 8.164, -2.624], [2.551, 3.177, 3.337], [1.309, -1.708, 3.649], [5.371, 1.825, 7.133], [1.167, 5.178, -4.569], [-7.552, -4.181, 3.882], [-2.573, -1.512, -0.286], [-5.009, -1.888, 4.359], [1.289, 7.670, 0.184], [-6.464, -5.377, 4.347], [-3.088, 1.585, 2.652], [1.305, 6.839, -4.751], [0.093, 8.400, -3.794], [0.821, -3.297, 0.093], [1.204, -2.031, -5.082], [3.472, 2.646, -2.473], [2.231, -0.449, -4.119], [-2.634, -1.029, 1.517], [-2.305, 5.797, -3.802], [-2.592, -2.678, 0.873], [1.451, -5.294, -0.028], [2.367, 5.283, 0.358], [-4.548, -2.007, 2.548], [2.294, 4.370, -1.058], [1.839, -2.254, 2.075], [-0.821, -3.595, -0.145]],
  "mulliken_charge": [1.25, 0.32, 0.77, -0.19, -0.20, -0.20, -0.16, -0.21, -0.14, -0.44, -0.55, -0.54, -0.50, -0.45, -0.67, -0.07, -0.38, -0.61, -0.05, 2.91, -0.58, -0.53, -0.63, -0.59, 0.00, -0.29, 0.26, 1.11, 0.86, -0.96, -0.07, -0.91, -1.42, -1.05, -1.44, -1.03, -1.10, -0.61, -1.21, 0.74, -0.16, -0.87, 0.67, -1.22, -0.57, -1.97, -0.39, -1.14, -1.25, 0.76, -0.47, -0.43, -0.94, 0.77, -0.74, 0.01, -1.43, 0.73, 0.54, 1.91, 0.59, -0.32, 1.41, 0.21, 1.80, -1.12, -0.70, -0.74, 0.68, -1.49, -1.09, -1.83, 1.54, -1.33, -0.55, -0.26, -0.07, 0.41, 0.03, 0.15, 0.48, 0.46, 0.38, 0.32, 0.42, 0.35, 0.60, 0.46, 0.33, 0.55, -0.48, 0.28, -0.01, 0.43, 0.38, -0.12, 0.63, 0.45, 0.46, -0.66, 0.11, 0.40, 0.34, 0.11, 0.20, 0.43, 0.19, 0.59, 0.41, 0.42, 0.07, 0.34, 0.38, 0.24, -0.52, 0.35, 0.24, 0.51, 0.41, -0.26, 0.30, 0.49, 0.22, 0.41, 0.26, 0.37, 0.34, 0.40, 0.60, 0.43, 0.35, 0.27, -0.38, 0.45, 0.45, 0.30, 0.57, 0.46, 0.53, -0.52, -0.23, 0.39, 0.14, 0.30, 0.33, 0.70, 0.60, 0.51, -0.09, -0.16, -0.81, 0.78]
}



Record 2
{
  "formula": "C7H17NO",
  "method": "wB97M-V/def2-TZVPD",
  "total_charge": 0,
  "homo_ev": -8.614,
  "smiles": "CC(C)[C@](C)(O)[C@@H](C)N",
  "relative_energy_ev": 2.234,
  "lumo_ha": 0.0299,
  "species": ["O", "N", "C", "C", "C", "C", "C", "C", "C", "H", "H", "H", "H", "H", "H", "H", "H", "H", "H", "H", "H", "H", "H", "H", "H", "H"],
  "xyz": [[-0.396, 1.453, 1.255], [-2.584, 0.770, -0.433], [-1.597, -1.326, 0.871], [0.051, 1.693, -1.047], [-0.231, 0.738, 0.088], [-1.222, -0.309, -0.193], [1.190, -0.424, 0.299], [1.456, -1.456, -0.782], [2.393, 0.490, 0.484], [3.247, -0.078, 0.863], [2.394, -1.982, -0.585], [-0.855, -2.118, 0.955], [0.825, 2.396, -0.751], [2.691, 0.939, -0.463], [-1.100, -0.747, -1.181], [-0.613, 0.858, 1.983], [-2.553, -1.778, 0.614], [0.680, -2.219, -0.828], [-3.260, 0.237, -0.975], [0.986, -0.922, 1.252], [2.177, 1.288, 1.193], [-2.990, 0.943, 0.485], [-0.864, 2.244, -1.252], [0.344, 1.155, -1.943], [1.541, -0.981, -1.760], [-1.712, -0.863, 1.852]],
  "mulliken_charge": [-0.59, -0.67, -1.48, -1.87, 0.90, 0.02, 0.58, -1.43, -1.66, 0.45, 0.44, 0.35, 0.43, 0.32, 0.48, 0.39, 0.43, 0.35, 0.25, 0.36, 0.38, 0.23, 0.52, 0.27, 0.26, 0.27]
}



Record 3
{
  "formula": "H22N2O15S2",
  "method": "wB97M-V/def2-TZVPD",
  "total_charge": -2,
  "homo_ev": -1.437,
  "lumo_ha": 0.1554,
  "species": ["S", "S", "O", "O", "O", "O", "O", "O", "O", "O", "O", "O", "O", "O", "O", "O", "O", "N", "N", "H", "H", "H", "H", "H", "H", "H", "H", "H", "H", "H", "H", "H", "H", "H", "H", "H", "H", "H", "H", "H", "H"],
  "xyz": [[-23.455, 3.969, -9.011], [-17.631, 1.774, -8.073], [-20.655, 8.095, -8.419], [-16.699, 1.506, -6.952], [-18.064, 3.239, -7.988], [-20.733, 3.747, -4.195], [-24.076, 4.581, -7.790], [-23.908, 2.581, -9.143], [-18.259, 6.446, -7.099], [-16.776, 4.228, -5.621], [-16.925, 1.642, -9.370], [-18.854, 0.978, -8.005], [-22.531, 6.152, -6.431], [-20.049, 4.820, -10.444], [-23.766, 4.759, -10.215], [-21.947, 3.990, -8.812], [-20.693, 0.777, -5.767], [-20.229, 4.378, -6.798], [-16.988, 4.650, -9.749], [-16.715, 3.734, -4.798], [-20.462, -0.152, -5.830], [-20.017, 1.207, -6.323], [-17.516, 4.108, -8.956], [-20.556, 4.285, -3.418], [-16.953, 5.657, -9.656], [-19.454, 3.704, -7.064], [-16.054, 4.246, -9.805], [-19.816, 5.315, -6.935], [-21.019, 7.244, -8.710], [-19.734, 4.032, -10.897], [-20.716, 4.439, -9.775], [-20.983, 4.259, -7.560], [-21.434, 8.610, -8.190], [-17.482, 4.388, -10.602], [-20.490, 4.174, -5.820], [-20.756, 2.831, -3.886], [-22.557, 5.860, -5.515], [-17.514, 6.951, -7.432], [-23.208, 5.545, -6.921], [-16.725, 3.537, -6.316], [-17.849, 5.800, -6.481]],
  "mulliken_charge": [1.05, 1.43, -0.63, -0.87, -0.57, -0.61, -0.87, -0.74, -0.69, -0.70, -0.84, -0.77, -0.69, -0.68, -0.75, -0.77, -0.67, 0.00, -0.39, 0.28, 0.26, 0.42, 0.12, 0.26, 0.33, 0.03, 0.40, 0.41, 0.33, 0.29, 0.40, 0.35, 0.29, 0.32, 0.46, 0.27, 0.22, 0.25, 0.47, 0.33, 0.28]
}



Record 4
{
  "formula": "C12H15N4OPdS",
  "method": "wB97M-V/def2-TZVPD",
  "total_charge": 1,
  "homo_ev": -11.068,
  "relative_energy_ev": 0.000,
  "lumo_ha": -0.1052,
  "species": ["Pd", "S", "O", "N", "N", "N", "N", "C", "C", "C", "C", "C", "C", "C", "C", "C", "C", "C", "C", "H", "H", "H", "H", "H", "H", "H", "H", "H", "H", "H", "H", "H", "H", "H"],
  "xyz": [[-0.787, 1.106, 0.318], [-1.529, -1.028, -0.339], [-0.576, 2.100, 2.292], [1.083, -1.498, -1.327], [1.318, 0.455, 0.016], [-1.819, 3.092, 3.874], [-0.495, -2.896, -1.875], [1.874, -0.437, -0.794], [-2.922, 1.946, 2.002], [3.228, -0.373, -1.126], [-1.800, -3.533, -1.986], [3.434, 1.551, 0.274], [0.670, -3.369, -2.438], [-1.695, 2.399, 2.744], [4.006, 0.633, -0.592], [1.646, -2.517, -2.110], [-0.261, -1.758, -1.190], [-2.567, 1.941, 0.523], [2.094, 1.415, 0.548], [-3.800, 2.555, 2.235], [4.006, 2.349, 0.723], [-0.990, 3.358, 4.382], [-1.689, -4.420, -2.602], [-2.508, -2.845, -2.444], [1.593, 2.087, 1.234], [5.055, 0.688, -0.848], [-3.129, 0.929, 2.349], [-2.164, -3.812, -0.999], [-3.343, 1.536, -0.119], [0.699, -4.272, -3.020], [-2.720, 3.319, 4.255], [2.684, -2.568, -2.361], [3.690, -1.083, -1.788], [-2.286, 2.950, 0.190]],
  "mulliken_charge": [0.06, -0.28, -0.62, 0.30, -0.21, -0.36, 0.09, 1.17, -0.31, -0.63, -0.89, -0.60, -0.50, 0.58, -0.69, -0.31, 0.21, -1.07, -0.12, 0.37, 0.43, 0.25, 0.31, 0.37, 0.39, 0.43, 0.25, 0.36, 0.40, 0.45, 0.21, 0.35, 0.21, 0.42]
}